1.
Computed, not measured: a molecular structure, C21H30IN2O4RuSSi in a non-equilibrium geometry, with ωB97M-V/def2-TZVPD.

Each line ends with the Löwdin spin population.
Cartesian coordinates (Å):
1 Ru 1.410 -1.174 0.542  0.907
2 C 1.666 0.295 -0.846  -0.007
3 Si 0.585 1.690 -0.261  -0.004
4 C -1.082 1.065 -0.865  0.001
5 N -1.152 -0.286 -0.269  0.011
6 C -2.051 -0.319 0.915  0.000
7 C -3.268 -1.213 0.714  0.000
8 C -3.916 -0.918 -0.633  0.000
9 C -2.935 -1.181 -1.789  0.000
10 C -1.497 -1.297 -1.273  0.000
11 C 0.424 1.593 1.601  0.000
12 C 1.026 0.549 2.299  0.000
13 C 0.734 0.278 3.630  0.000
14 C -0.167 1.089 4.299  0.000
15 C -0.771 2.151 3.632  0.000
16 C -0.489 2.390 2.298  0.000
17 C 1.037 3.412 -0.842  -0.001
18 C 1.523 4.391 0.026  0.000
19 C 1.848 5.660 -0.433  0.000
20 C 1.689 5.974 -1.774  0.000
21 C 1.208 5.015 -2.656  0.000
22 C 0.886 3.750 -2.190  0.000
23 H 2.733 0.517 -0.935  0.012
24 H 1.343 -0.077 -1.823  0.001
25 H -1.115 1.028 -1.957  0.000
26 H -1.936 1.681 -0.564  0.000
27 H -2.405 0.698 1.101  0.000
28 H -1.497 -0.620 1.804  0.000
29 H -3.978 -1.016 1.520  0.000
30 H -2.985 -2.264 0.796  0.000
31 H -4.228 0.131 -0.644  0.000
32 H -4.827 -1.506 -0.757  0.000
33 H -3.004 -0.382 -2.530  0.000
34 H -3.191 -2.106 -2.309  0.000
35 H -0.785 -1.202 -2.094  0.000
36 H -1.334 -2.279 -0.832  0.000
37 H 1.872 -0.022 1.863  0.001
38 H 1.207 -0.558 4.126  0.000
39 H -0.404 0.895 5.337  0.000
40 H -1.478 2.781 4.156  0.000
41 H -0.999 3.201 1.786  0.000
42 H 1.652 4.160 1.077  0.000
43 H 2.226 6.404 0.257  0.000
44 H 1.940 6.963 -2.134  0.000
45 H 1.085 5.255 -3.704  0.000
46 H 0.517 3.012 -2.895  0.000
47 C 0.612 -4.796 -1.541  0.000
48 S 1.866 -3.838 -0.706  -0.001
49 C 3.282 -4.327 -1.678  0.000
50 O 1.608 -2.384 -1.149  -0.012
51 H 0.687 -4.688 -2.620  0.000
52 H -0.343 -4.434 -1.167  0.000
53 H 0.749 -5.834 -1.238  0.000
54 H 3.530 -5.352 -1.404  0.000
55 H 4.093 -3.660 -1.393  0.000
56 H 3.066 -4.245 -2.741  0.000
57 O 0.777 -2.460 2.593  0.004
58 N -0.054 -3.142 1.968  0.000
59 O -0.609 -4.116 2.424  0.003
60 O -0.310 -2.743 0.781  0.061
61 I 3.928 -1.591 1.102  0.021

Results
F_max ... 1.21 eV/A
<S²> ... 0.76
Multiplicity ... 2
E_LUMO (spin up / spin down) ... -0.33 / -0.27 eV

***

2.
Computed, not measured: a single C21H30N4O3 molecule, with ωB97M-V/def2-TZVPD.

Each line ends with the Löwdin charge.
Cartesian coordinates (Å):
1 C 3.458 -7.777 3.534  -0.003
2 C 3.057 -6.513 2.799  -0.517
3 O 3.519 -6.195 1.728  0.066
4 N 2.124 -5.794 3.488  0.110
5 C 1.514 -4.581 3.148  -0.226
6 C 1.810 -3.885 1.979  -0.007
7 C 1.171 -2.692 1.710  -0.015
8 C 0.227 -2.166 2.590  -0.218
9 N -0.381 -0.952 2.251  0.139
10 C -1.318 -0.244 2.935  -0.440
11 O -1.803 -0.581 3.993  0.077
12 C -1.743 1.047 2.236  -0.238
13 C -2.472 0.757 0.919  -0.116
14 C -2.910 2.078 0.274  -0.150
15 N -1.769 2.937 0.049  -0.055
16 C -0.990 2.913 -1.093  -0.515
17 O 0.187 3.219 -1.063  0.058
18 N -1.647 2.548 -2.238  0.107
19 C -1.034 2.681 -3.557  -0.313
20 C 0.199 1.786 -3.679  -0.158
21 C 0.779 1.879 -5.087  -0.202
22 C 1.143 3.323 -5.418  -0.208
23 C -0.082 4.223 -5.291  -0.203
24 C -0.666 4.131 -3.886  -0.155
25 C -1.085 3.264 1.287  -0.145
26 C -0.572 2.003 1.985  -0.117
27 C -0.069 -2.862 3.758  -0.006
28 C 0.570 -4.054 4.027  -0.019
29 H 4.197 -8.312 2.945  0.082
30 H 3.886 -7.529 4.503  0.082
31 H 2.591 -8.417 3.685  0.082
32 H 1.818 -6.176 4.372  0.140
33 H 2.537 -4.281 1.291  0.100
34 H 1.410 -2.159 0.801  0.113
35 H -0.051 -0.556 1.382  0.130
36 H -2.448 1.534 2.919  0.152
37 H -1.814 0.232 0.222  0.120
38 H -3.345 0.130 1.106  0.127
39 H -3.597 2.604 0.947  0.130
40 H -3.439 1.871 -0.656  0.110
41 H -2.647 2.665 -2.232  0.124
42 H -1.790 2.333 -4.273  0.152
43 H -0.078 0.754 -3.450  0.117
44 H 0.939 2.113 -2.950  0.109
45 H 0.044 1.515 -5.810  0.112
46 H 1.664 1.245 -5.161  0.108
47 H 1.547 3.383 -6.431  0.107
48 H 1.914 3.667 -4.725  0.117
49 H -0.836 3.915 -6.021  0.112
50 H 0.190 5.258 -5.509  0.108
51 H -1.553 4.764 -3.802  0.116
52 H 0.068 4.472 -3.155  0.114
53 H -1.791 3.796 1.932  0.129
54 H -0.252 3.923 1.042  0.122
55 H 0.180 1.546 1.338  0.116
56 H -0.095 2.270 2.928  0.128
57 H -0.796 -2.466 4.446  0.100
58 H 0.333 -4.586 4.939  0.111

Results
F_max ... 0.66 eV/A
SMILES ... CC(=O)Nc1ccc(NC(=O)C2CCN(C(=O)NC3CCCCC3)CC2)cc1
E_LUMO ... 0.60 eV

***

3.
Computed, not measured: a single C21H30N4O4S molecule, with ωB97M-V/def2-TZVPD.

Each line ends with the Löwdin charge.
Cartesian coordinates (Å):
1 C 8.102 0.728 -1.949  -0.066
2 C 6.654 0.309 -1.750  -0.265
3 O 6.327 0.525 -0.391  -0.053
4 C 5.084 0.203 0.048  -0.274
5 C 4.842 0.422 1.406  -0.002
6 C 3.616 0.122 1.956  -0.025
7 C 2.596 -0.406 1.166  -0.224
8 N 1.371 -0.699 1.789  0.131
9 C 0.270 -1.289 1.262  -0.447
10 O 0.145 -1.637 0.109  0.100
11 C -0.834 -1.488 2.302  -0.028
12 C -2.117 -2.007 1.646  -0.160
13 C -1.843 -3.307 0.881  -0.395
14 O -1.357 -4.315 1.324  0.119
15 N -2.282 -3.097 -0.390  -0.021
16 C -2.178 -4.067 -1.456  -0.205
17 C -3.501 -4.791 -1.674  -0.073
18 C -2.745 -1.809 -0.562  -0.768
19 S -3.331 -1.193 -1.959  0.728
20 N -2.671 -1.164 0.620  -0.075
21 C -3.048 0.211 0.791  -0.147
22 C -1.935 1.183 0.326  -0.173
23 N -2.354 2.536 0.068  -0.174
24 C -2.903 3.240 1.211  -0.172
25 C -3.013 4.724 0.850  -0.201
26 O -3.825 4.917 -0.282  -0.132
27 C -3.317 4.203 -1.387  -0.193
28 C -3.224 2.707 -1.082  -0.168
29 C 2.829 -0.618 -0.185  -0.001
30 C 4.062 -0.317 -0.739  -0.006
31 H 8.223 1.777 -1.692  0.077
32 H 8.392 0.578 -2.985  0.076
33 H 8.750 0.139 -1.307  0.077
34 H 6.529 -0.753 -2.003  0.126
35 H 5.994 0.905 -2.396  0.126
36 H 5.637 0.828 2.011  0.119
37 H 3.447 0.294 3.009  0.111
38 H 1.354 -0.490 2.778  0.144
39 H -0.501 -2.245 3.017  0.136
40 H -1.026 -0.556 2.838  0.120
41 H -2.863 -2.197 2.434  0.171
42 H -1.882 -3.535 -2.363  0.101
43 H -1.394 -4.769 -1.166  0.126
44 H -3.391 -5.522 -2.470  0.074
45 H -3.806 -5.304 -0.765  0.077
46 H -4.274 -4.081 -1.958  0.054
47 H -3.303 0.373 1.841  0.128
48 H -3.936 0.382 0.174  0.093
49 H -1.138 1.221 1.075  0.114
50 H -1.510 0.785 -0.599  0.112
51 H -2.231 3.120 2.064  0.125
52 H -3.905 2.868 1.488  0.127
53 H -3.478 5.288 1.661  0.124
54 H -2.004 5.118 0.658  0.126
55 H -4.005 4.388 -2.213  0.125
56 H -2.318 4.582 -1.646  0.127
57 H -2.798 2.176 -1.934  0.121
58 H -4.241 2.325 -0.899  0.125
59 H 2.049 -1.023 -0.806  0.103
60 H 4.209 -0.497 -1.792  0.106

Results
F_max ... 0.70 eV/A
SMILES ... CCOc1ccc(NC(=O)C[C@@H]2C(=O)N(CC)C(=S)N2CCN2CCOCC2)cc1
E_LUMO ... 0.32 eV

***

4.
Computed, not measured: a molecular structure, C21H30N5O2PdS3, with ωB97M-V/def2-TZVPD.

Each line ends with the Löwdin spin population.
Cartesian coordinates (Å):
1 Pd 0.118 -0.744 -0.269  1.355
2 C -4.789 -0.756 -2.870  0.062
3 S -4.375 -1.838 -1.513  0.499
4 C -2.676 -1.607 -1.261  0.042
5 S -1.912 -0.089 -1.424  0.211
6 N -2.153 -2.788 -0.969  0.320
7 N -0.800 -2.671 -0.818  0.113
8 C -0.037 -3.557 -1.330  0.076
9 C 1.405 -3.283 -1.283  0.009
10 C 2.339 -4.254 -1.568  0.021
11 C 3.689 -3.908 -1.552  -0.004
12 C 4.037 -2.603 -1.268  0.020
13 C 3.032 -1.675 -1.006  0.014
14 N 1.745 -2.003 -1.008  0.114
15 H -5.866 -0.838 -2.999  -0.001
16 H -4.268 -1.133 -3.753  0.020
17 H -4.502 0.271 -2.657  0.014
18 H -0.433 -4.425 -1.850  0.004
19 H 2.022 -5.263 -1.797  0.001
20 H 4.447 -4.646 -1.777  0.000
21 H 5.071 -2.289 -1.252  0.001
22 H 3.266 -0.636 -0.813  0.001
23 C 2.306 -0.364 2.695  0.010
24 N 1.254 -0.600 3.686  0.079
25 C 1.387 0.129 4.959  0.009
26 C 0.171 -1.247 3.260  0.020
27 O -0.127 -1.494 2.100  0.032
28 N -0.721 -1.757 4.291  0.594
29 C -2.041 -2.167 3.872  0.070
30 C -0.298 -2.189 5.610  0.068
31 H 3.240 -0.209 3.229  0.002
32 H 2.069 0.518 2.097  0.005
33 H 2.395 -1.231 2.046  0.002
34 H 1.803 1.107 4.727  0.004
35 H 2.076 -0.382 5.630  0.002
36 H 0.426 0.277 5.440  0.001
37 H -2.360 -1.588 3.013  0.005
38 H -2.719 -2.057 4.719  0.016
39 H -1.996 -3.229 3.596  0.039
40 H 0.783 -2.236 5.685  0.004
41 H -0.736 -3.173 5.791  0.019
42 H -0.706 -1.504 6.362  0.034
43 C -2.219 4.753 -4.869  0.000
44 C -1.316 4.119 -3.843  0.000
45 C -1.769 3.861 -2.548  0.000
46 C -0.940 3.293 -1.596  0.000
47 C 0.370 2.987 -1.949  0.000
48 C 0.845 3.219 -3.234  0.000
49 C -0.005 3.785 -4.171  0.000
50 S 1.502 2.349 -0.776  0.009
51 C 1.583 3.694 0.379  0.007
52 O 0.761 1.260 0.034  0.076
53 H -3.241 4.849 -4.509  0.000
54 H -2.222 4.174 -5.793  0.000
55 H -1.855 5.748 -5.127  0.000
56 H -2.784 4.129 -2.280  0.000
57 H -1.303 3.103 -0.593  0.000
58 H 1.867 2.972 -3.498  0.000
59 H 0.354 3.967 -5.177  0.000
60 H 0.602 3.817 0.836  0.000
61 H 1.863 4.587 -0.180  0.001
62 H 2.345 3.468 1.123  0.000

Results
F_max ... 0.69 eV/A
<S²> ... 6.05
Total charge ... +3
Multiplicity ... 5
E_LUMO (spin up / spin down) ... -8.74 / -11.96 eV